Molecular formula: C36H82Br2O14S
Method: DFT, ωB97M-V/def2-TZVPD

Element x y z (Å)
C -2.29805 2.51388 0.00504
O -1.20542 1.60024 0.39640
C -1.54965 0.80400 1.58462
C -2.83879 -0.19301 1.40567
C -2.44700 -1.78558 1.20248
C -3.13098 -2.38073 -0.17996
C -2.38891 -1.85273 -1.56244
C -3.40466 -0.82493 -2.40191
C -2.71093 -0.37529 -3.82394
C -2.07523 1.13822 -3.82337
C -0.58497 1.20751 -3.07887
C 0.49108 1.59488 -4.26117
C 2.06927 1.44895 -3.82344
C 2.47712 -0.10299 -3.36235
O 3.85768 -0.02169 -2.86094
S 4.49587 -1.55189 -2.46299
O 3.56704 -2.36153 -1.51766
O 5.87098 -1.18427 -1.46752
C 7.12282 -1.53827 -2.21579
Br 7.97994 0.04287 -3.09007
C 8.15125 -2.14121 -1.06366
C 9.73083 -1.78573 -1.32287
Br 7.99425 -4.11432 -0.77847
H -1.93661 3.57142 -0.36416
H -2.81788 2.00585 -0.94215
H -3.14795 2.61849 0.82082
H -1.68316 1.43970 2.57477
H -0.61116 0.09830 1.79696
H -3.56956 0.08625 0.53526
H -3.47176 -0.11457 2.40987
H -2.90451 -2.36438 2.11881
H -1.28393 -1.94813 1.13330
H -2.97432 -3.55376 -0.15257
H -4.27855 -2.14951 -0.27254
H -1.36944 -1.34550 -1.28651
H -2.20831 -2.80332 -2.24633
H -4.36418 -1.46446 -2.66439
H -3.69711 0.07601 -1.70009
H -3.52051 -0.47125 -4.68876
H -1.82333 -1.12930 -4.01605
H -1.92263 1.43697 -4.96136
H -2.82386 1.95957 -3.39010
H -0.64431 2.11137 -2.31168
H -0.37236 0.17463 -2.56139
H 0.31820 2.74804 -4.50056
H 0.29127 1.02587 -5.28205
H 2.74882 1.68804 -4.76767
H 2.36438 2.13775 -2.90004
H 1.72590 -0.52175 -2.55355
H 2.34355 -0.76670 -4.31788
H 6.79240 -2.33047 -3.01598
H 7.83363 -1.59447 -0.05084
H 10.04827 -1.96678 -2.44574
H 10.35612 -2.54005 -0.64162
H 9.97681 -0.70181 -0.93602
C -7.53574 -1.91337 0.01394
O -6.63270 -2.88862 0.52504
C -6.98932 -3.31841 1.84252
C -7.67699 -4.68721 1.81224
O -8.95975 -4.60905 1.18190
C -8.93307 -5.10686 -0.15188
H -7.33607 -1.78771 -1.05384
H -8.57790 -2.21871 0.13878
H -7.36729 -0.95621 0.51677
H -7.61837 -2.57151 2.34182
H -6.05779 -3.40580 2.41125
H -7.84948 -5.01466 2.84287
H -7.04314 -5.43574 1.32298
H -8.85764 -6.19791 -0.13768
H -8.10659 -4.68521 -0.72758
H -9.87142 -4.82802 -0.63912
C 8.87307 -5.81421 2.32125
O 9.56499 -4.60025 2.59582
C 8.68129 -3.55796 3.02053
C 8.74418 -3.36184 4.53875
O 8.20326 -4.49235 5.23032
C 9.22181 -5.33451 5.76024
H 9.61221 -6.61260 2.21134
H 8.18809 -6.08394 3.12932
H 8.31912 -5.71810 1.38251
H 7.65433 -3.75568 2.69018
H 9.01845 -2.63731 2.53314
H 8.12372 -2.49997 4.80591
H 9.76901 -3.15331 4.86688
H 9.68307 -4.85517 6.62844
H 9.98571 -5.56782 5.01573
H 8.75720 -6.27002 6.08369
C 4.88043 1.12599 3.97414
O 5.04878 0.85448 2.58642
C 4.60446 -0.45941 2.23438
C 3.23122 -0.41736 1.55625
O 2.21188 -0.00924 2.47457
C 1.83407 1.35071 2.28667
H 5.03540 2.19645 4.13514
H 3.87750 0.86421 4.32130
H 5.62821 0.57321 4.55087
H 4.59149 -1.11722 3.11187
H 5.33450 -0.86217 1.52469
H 2.97355 -1.42898 1.22547
H 3.24777 0.23149 0.67299
H 1.23793 1.44601 1.37462
H 2.70209 2.01098 2.23331
H 1.21998 1.65519 3.13863
C -7.12463 1.85473 1.72295
O -7.13187 1.00614 2.86649
C -5.89066 1.04570 3.57746
C -5.99851 1.91628 4.83360
O -6.17592 3.29562 4.49467
C -7.52783 3.71576 4.64739
H -8.15044 1.94157 1.35418
H -6.75535 2.85561 1.96124
H -6.50666 1.40902 0.93757
H -5.07712 1.38973 2.92732
H -5.66525 0.01802 3.88061
H -5.05818 1.84487 5.39024
H -6.80453 1.56516 5.48819
H -7.76844 3.80755 5.71039
H -8.22534 3.02643 4.16721
H -7.63498 4.69801 4.17904
C -0.69215 5.65451 -3.58764
O -0.89021 5.26617 -4.94330
C -1.86295 6.08217 -5.60327
C -1.19331 7.11737 -6.51286
O -0.47611 8.09223 -5.74854
C 0.92781 7.85470 -5.75865
H 0.19760 5.14236 -3.21097
H -0.53920 6.73258 -3.49133
H -1.55368 5.34736 -2.98700
H -2.52704 6.56584 -4.87669
H -2.47210 5.41387 -6.22063
H -1.97248 7.65586 -7.06250
H -0.53833 6.63256 -7.24593
H 1.34066 8.12118 -6.73581
H 1.16671 6.81498 -5.52589
H 1.38752 8.49335 -4.99941

Summary:
**Net charge**: 0
**Orbital gap**: 9.32 eV



Molecular formula: C28H36Cl5N4O5P2S3W
Method: DFT, ωB97M-V/def2-TZVPD

Element x y z (Å)
W -1.28238 0.82391 -0.19417
O 0.73070 1.65122 0.33005
N 1.20144 2.87101 0.47666
C 2.40536 3.13039 -0.07653
C 2.98631 4.36107 0.03997
C 2.30039 5.35489 0.73826
C 1.07434 5.06853 1.29146
C 0.49483 3.79140 1.17789
S -1.02683 3.33327 1.81165
H 2.84629 2.29922 -0.60389
H 3.95420 4.53699 -0.40957
H 2.72381 6.34903 0.83082
H 0.50395 5.81724 1.82428
Cl -0.84487 -1.31747 -3.14774
C -0.88872 0.40934 -3.41563
C -0.95482 1.32284 -2.32799
C -0.84731 2.66062 -2.79805
Cl -0.78988 3.98933 -1.67422
C -0.78462 3.04691 -4.13914
Cl -0.71030 4.71519 -4.57144
C -0.78887 2.09418 -5.14043
Cl -0.73395 2.55074 -6.80153
C -0.82609 0.76471 -4.76692
Cl -0.80023 -0.44563 -5.99988
C -4.07023 2.72944 1.53571
P -3.41505 2.15747 -0.07368
C -3.92158 3.54136 -1.15044
C -4.75354 0.97558 -0.51066
C -4.49277 -0.36572 0.17321
P -2.97506 -0.99233 -0.61672
C -2.59948 -2.58185 0.18878
C -3.72191 -1.62221 -2.17035
H -5.15555 2.79461 1.46790
H -3.66405 3.70981 1.77053
H -3.78399 2.04523 2.33417
H -5.00617 3.64198 -1.08116
H -3.63752 3.34302 -2.18480
H -3.45080 4.46782 -0.83110
H -4.73958 0.86132 -1.59610
H -5.71925 1.40112 -0.23869
H -5.32381 -1.05892 0.04198
H -4.31673 -0.24639 1.24338
H -3.43986 -3.26580 0.04672
H -2.41634 -2.42709 1.24444
H -1.70148 -3.00123 -0.27271
H -4.71222 -2.00367 -1.92656
H -3.11463 -2.43095 -2.56681
H -3.80181 -0.85278 -2.93752
C 1.87385 -4.32406 4.53927
C 2.61616 -4.06528 3.25142
C 3.56842 -3.05432 3.16205
C 4.23795 -2.80408 1.96936
C 3.96368 -3.59642 0.86308
C 3.03510 -4.62919 0.93583
C 2.36570 -4.85007 2.12452
S 4.77456 -3.26135 -0.65859
O 5.00038 -4.52239 -1.29393
O 5.84016 -2.34711 -0.36285
N 3.72703 -2.45058 -1.61713
C 3.40141 -1.04311 -1.29449
C 1.95158 -0.72602 -1.63131
C 0.93525 -1.49704 -0.82797
O 0.99502 -2.71344 -0.74154
O 0.03341 -0.79237 -0.18464
H 2.13511 -3.59049 5.30282
H 2.10518 -5.31821 4.93114
H 0.79350 -4.28067 4.37969
H 3.79596 -2.46193 4.04490
H 4.99914 -2.03627 1.89494
H 2.84710 -5.24804 0.06630
H 1.63472 -5.65049 2.18601
H 2.87442 -2.99775 -1.74196
H 4.03514 -0.39010 -1.88849
H 3.61799 -0.83404 -0.24474
H 1.76468 -0.96437 -2.68100
H 1.78348 0.33478 -1.48151
N 0.52693 0.97801 3.50861
C -0.01802 -0.02617 2.82723
N 0.73902 -1.07900 2.52696
S -1.66750 0.05353 2.30376
H 1.52736 1.02305 3.62398
H 0.02029 1.85124 3.47417
H 1.74093 -1.01905 2.62015
H 0.41558 -1.66591 1.77052

Summary:
**Energy relative to the best compared isomer or geometry (same formula, charge and spin)**: 37.7 kcal/mol
**Spin multiplicity**: 2
**Net charge**: 0
**Orbital gap (spin up / spin down)**: 6.25 / 6.19 eV



Molecular formula: C4H7N3O
Method: DFT, ωB97M-V/def2-TZVPD

Element x y z (Å)
C -1.11351 0.74145 -0.26222
C 1.85945 -1.05834 -0.12993
C 2.28950 0.33302 0.29358
C 1.24930 0.99239 -0.09906
H -4.10376 -1.56091 -0.45595
H -3.17058 -0.21891 1.61404
H -1.52114 1.75800 -0.01924
H 2.25618 -1.28411 -1.06092
H 2.30511 -1.53323 0.68174
H 3.25590 0.82556 0.57409
H 1.15339 2.04550 -0.30248
N -3.23092 -0.06343 0.11852
N -1.87113 -0.30659 -0.24012
N 0.14328 0.29883 -0.60081
O 0.49893 -0.96923 -0.11124

Summary:
**Energy relative to the best compared isomer or geometry (same formula, charge and spin)**: 268.2 kcal/mol
**Net charge**: 0
**Orbital gap**: 7.76 eV



Molecular formula: C3H23NO8S
Method: DFT, ωB97M-V/def2-TZVPD

Element x y z (Å)
N -0.15376 0.16830 -0.54709
C -0.41974 1.56584 -0.15802
C -1.67175 2.15099 -0.89362
O -2.77462 1.28839 -0.79690
C 0.63236 2.56101 -0.64920
S 2.04488 2.80118 0.56501
H 0.53834 -0.06461 0.17421
H 0.39600 0.08785 -1.39537
H -0.74799 1.60266 0.89072
H -1.52291 2.59961 -1.89239
H -1.87805 3.10956 -0.39296
H -3.09228 1.06214 -1.68023
H 0.30135 3.56333 -0.85917
H 1.13460 2.09336 -1.49864
H 1.23825 2.94956 1.65683
O 1.76164 -2.80672 0.52057
H 2.07916 -3.51168 1.09346
H 0.82022 -2.68392 0.85651
O -0.67913 -2.63871 1.50344
H -1.32916 -2.92517 0.84186
H -0.49005 -1.69292 1.46268
O -1.87584 -2.09294 -0.71371
H -2.69825 -1.92252 -0.24233
H -1.28665 -1.31228 -0.58850
O 2.59927 -0.41257 2.25804
H 3.14881 -1.15398 2.54360
H 2.83075 -0.43428 1.31909
O 0.91242 -1.69386 -2.13635
H 1.51412 -1.87680 -1.39709
H 0.49004 -2.55720 -2.21730
O -2.83559 -0.57770 -2.87442
H -2.54329 -0.68352 -1.95736
H -2.66020 -1.45647 -3.22270
O 0.20645 -0.85406 3.03850
H 0.81089 -0.14003 2.77243
H 0.83527 -1.54644 3.25729

Summary:
**Energy relative to the best compared isomer or geometry (same formula, charge and spin)**: 17.1 kcal/mol
**Net charge**: 0
**SMILES**: N[C@H](CO)CS.O.O.O.O.O.O.O
**Orbital gap**: 9.57 eV



Molecular formula: C3H11NOS
Method: DFT, ωB97M-V/def2-TZVPD

Element x y z (Å)
N -0.07281 -1.10893 -0.01376
C -0.30213 -0.48875 -1.31677
C 1.03369 -0.19221 -1.97349
S 0.76115 0.63930 -3.57644
H -0.94170 -1.20882 0.50206
H 0.29664 -2.03685 -0.13806
H -0.83989 0.45002 -1.16759
H -0.91162 -1.09950 -1.99368
H 1.60889 0.45704 -1.32119
H 1.57974 -1.11728 -2.14396
H 2.06666 0.80247 -3.85669
C -0.46022 0.64551 3.03759
O -1.42857 1.63245 2.70147
H 0.29055 0.54850 2.25429
H 0.01757 0.98379 3.95285
H -0.91857 -0.32957 3.22131
H -1.77939 1.42282 1.83206

Summary:
**Energy relative to the best compared isomer or geometry (same formula, charge and spin)**: 20.8 kcal/mol
**Net charge**: 0
**SMILES**: NCCS.CO
**Orbital gap**: 9.88 eV



Molecular formula: C26H36Br6N4O7Sr
Method: DFT, ωB97M-V/def2-TZVPD

Element x y z (Å)
N 2.07883 -0.88710 -5.04701
H 1.57471 -0.14696 -5.51408
H 1.53435 -1.73179 -4.94637
H 2.26140 -0.54363 -4.11492
H 2.93883 -1.16633 -5.49705
Sr 2.95337 2.54864 -3.18200
C 0.61266 -0.14220 -0.51628
C 1.13308 -0.62153 -1.92629
O 2.08050 0.28324 -2.42048
H -0.10106 0.68159 -0.50706
H 1.40793 0.16261 0.16397
H 0.09200 -0.95839 -0.01544
H 0.32375 -0.81421 -2.63053
H 1.45561 -1.66084 -1.86380
Br 1.17868 0.17183 5.15944
C 2.43439 -0.87414 3.93802
C 1.60092 -1.87507 3.15706
Br 1.07905 -3.34625 4.42515
H 3.14255 -1.36803 4.60336
H 2.94525 -0.24613 3.20813
H 2.20442 -2.35955 2.38950
H 0.70105 -1.45279 2.70982
Br -4.55901 -1.25681 -5.64783
C -4.01539 -0.56097 -3.84729
C -2.43738 -0.28672 -3.85540
Br -1.57055 -2.04484 -4.31262
H -4.29812 -1.21079 -3.01910
H -4.44750 0.40997 -3.60511
H -2.03828 0.12043 -2.92640
H -2.07331 0.41228 -4.60836
Br -3.80683 -3.41693 -1.18903
C -2.06801 -3.16275 -0.39501
C -1.19329 -4.34960 -0.83524
Br 0.72867 -4.06171 -0.34107
H -2.17272 -3.18162 0.68978
H -1.67931 -2.17922 -0.65897
H -1.19715 -4.38299 -1.92472
H -1.53765 -5.29256 -0.41059
C -2.04214 4.12407 2.16143
C -2.89371 4.03641 1.04992
C -2.25306 3.72004 -0.16124
C -0.85770 3.54590 -0.33294
C -0.12145 3.62044 0.81707
C -0.70781 3.90707 2.05963
N -0.28088 3.30609 -1.68203
O -0.98845 3.32835 -2.68133
O 0.93407 3.12132 -1.81694
H -2.47941 4.31442 3.13042
H -3.96169 4.09816 1.19826
H -2.91359 3.68706 -1.01507
H 0.95062 3.49408 0.78379
H -0.00067 4.04582 2.86405
C -2.79997 -1.47797 3.05236
C -2.13346 -0.35439 2.61790
C -2.57428 0.30361 1.43282
C -3.73567 -0.12954 0.78377
C -4.38577 -1.26003 1.28500
C -3.91534 -1.94047 2.36602
N -4.19255 0.61763 -0.36344
O -5.39744 0.65543 -0.57254
O -3.38608 1.21940 -1.05381
H -2.43468 -2.06950 3.87884
H -1.25241 0.11955 3.02475
H -2.03279 1.16936 1.08115
H -5.30039 -1.60011 0.82215
H -4.53364 -2.76994 2.67600
C 5.42143 -1.28958 1.90904
C 5.53336 -0.15761 2.71904
C 5.06732 1.06752 2.28514
C 4.59637 1.24041 0.94557
C 4.55920 0.06633 0.15651
C 5.01317 -1.14232 0.61827
N 4.15816 2.57208 0.48686
O 3.84729 2.64319 -0.67157
O 4.22228 3.55214 1.20269
H 5.66413 -2.23106 2.37926
H 5.86735 -0.29772 3.73650
H 5.18239 1.80136 3.06913
H 4.25448 0.12480 -0.87796
H 5.03675 -1.98974 -0.05085

Summary:
**Net charge**: +2
**Orbital gap**: 6.30 eV



Molecular formula: C19H15ClN3O4S5Ta
Method: DFT, ωB97M-V/def2-TZVPD

Element x y z (Å)
Ta 0.09963 -0.48882 0.00704
C -3.52236 1.32706 2.96194
N -3.52315 1.39989 1.49429
C -4.65181 1.47148 0.70042
C -4.23971 1.51823 -0.57739
N -2.84762 1.47634 -0.55975
C -2.43715 1.40200 0.72016
S -0.83161 1.33730 1.35800
C -2.03037 1.63920 -1.71375
C -2.57215 2.30003 -2.80029
C -1.79311 2.48832 -3.92631
C -0.49041 2.02924 -3.91869
C -0.02857 1.38361 -2.79154
N -0.77639 1.17082 -1.68884
H -4.52323 1.06835 3.29175
H -3.23346 2.28681 3.38437
H -2.81860 0.56514 3.28699
H -5.64530 1.47854 1.11371
H -4.81506 1.53030 -1.48404
H -3.57560 2.69507 -2.76393
H -2.19958 3.00271 -4.78681
H 0.16634 2.17494 -4.76392
H 0.98082 1.01949 -2.75211
O 1.68825 -2.72581 6.35430
C 1.47727 -2.40584 5.23524
S 0.10069 -3.05391 4.26807
C 0.46266 -2.13865 2.84191
C 1.53830 -1.33377 2.86326
S 1.98696 -0.40661 1.47497
S 2.50299 -1.26257 4.31088
S -0.56564 -2.29360 1.44937
O 2.02830 -0.09564 -1.33674
H 2.23504 -0.86534 -1.88965
H 2.86778 0.25729 -1.00568
Cl -3.99027 -5.26124 -5.65414
C -3.19494 -4.28265 -4.49766
C -1.81410 -4.38708 -4.34901
C -1.17160 -3.57939 -3.43600
C -1.91213 -2.68320 -2.65753
C -3.30321 -2.60804 -2.79510
C -3.94435 -3.39944 -3.72102
C -1.24634 -1.85617 -1.69135
O 0.05808 -1.76519 -1.63006
O -1.84807 -1.14853 -0.81768
H -1.26467 -5.10072 -4.94621
H -0.09989 -3.64616 -3.30836
H -3.86695 -1.92840 -2.16962
H -5.01650 -3.35460 -3.84997

Summary:
**Net charge**: +2
**Orbital gap**: 5.79 eV



Molecular formula: C4H14N2
Method: DFT, ωB97M-V/def2-TZVPD

Element x y z (Å)
C 0.69198 -0.94909 -2.50686
N -0.17954 0.17526 -2.15086
C -1.54540 -0.34099 -1.87089
H 0.50355 -1.86074 -1.93019
H 0.58959 -1.23036 -3.56909
H 1.74213 -0.64499 -2.43721
H -0.24494 0.75188 -2.98510
H -2.07823 -0.82189 -2.68316
H -2.18717 0.45995 -1.46870
H -1.48021 -1.25440 -1.25496
C -0.03426 1.27279 3.05297
N 0.90790 0.40616 2.35913
C 0.34554 -0.46679 1.34551
H -0.40858 0.80528 4.00299
H 0.51439 2.15828 3.39247
H -0.92705 1.60524 2.49893
H 1.60427 1.02699 1.97076
H 0.92718 -0.66286 0.44788
H -0.56147 -0.04841 0.89728
H 0.05753 -1.44697 1.77680

Summary:
**Energy relative to the best compared isomer or geometry (same formula, charge and spin)**: 29.6 kcal/mol
**Net charge**: 0
**SMILES**: CNC.CNC
**Orbital gap**: 9.62 eV



Molecular formula: C4H9NO
Method: DFT, ωB97M-V/def2-TZVPD

Element x y z (Å)
C -1.72264 -0.97178 0.36578
C -0.96594 -0.79532 -2.01011
N -1.03382 -1.28463 -0.88614
H -1.02509 -0.78707 1.18348
H -2.14251 0.00478 0.09473
H -2.51566 -1.70052 0.48177
H -0.21578 -1.11256 -2.73594
H -1.61694 0.01402 -2.34410
O 1.12607 0.29633 1.80555
C 1.39958 0.56931 0.67183
C 1.25869 1.90850 0.00057
H 1.95658 -0.15501 0.03034
H 0.70660 1.90962 -0.93524
H 0.78893 2.56778 0.73944
H 2.23642 2.38404 -0.03405

Summary:
**Energy relative to the best compared isomer or geometry (same formula, charge and spin)**: 60.3 kcal/mol
**Spin multiplicity**: 2
**Net charge**: +1
**Orbital gap (spin up / spin down)**: 8.17 / 4.97 eV



no.,M (g/mol)
1,930.91
2,1027.87
3,113.12
4,233.28
5,109.19
6,1083.64
7,726.08
8,90.17
9,87.12